#w
{"formula": "H3OPS", "method": "ωB97M-V/def2-TZVPD", "species": ["O", "P", "S", "H", "H", "H"], "coordinates": [[-1.063, -0.581, 0.085], [-0.224, 0.677, -0.475], [1.655, -0.084, 0.037], [-1.707, -0.267, 0.767], [-0.061, 0.428, -1.876], [1.400, -0.173, 1.462]], "mulliken_charge": [-0.442, 0.144, -0.281, 0.358, 0.058, 0.163], "mol_weight_g_mol": 82.06, "smiles": "OPS", "total_charge": 0, "homo_lumo_gap_ev": 9.47, "lumo_ev": 0.64, "homo_ev": -8.83}


#x
{"formula": "H3OPS", "method": "ωB97M-V/def2-TZVPD", "species": ["O", "P", "S", "H", "H", "H"], "coordinates": [[-0.894, 0.936, 0.151], [0.161, -0.389, 0.000], [2.030, 0.068, 0.139], [-0.480, 1.751, 0.123], [-0.251, -0.967, -1.330], [-0.566, -1.399, 0.917]], "mulliken_charge": [-0.497, 0.312, -0.349, 0.316, 0.104, 0.114], "mol_weight_g_mol": 82.06, "smiles": "O[PH2]=S", "total_charge": 0, "homo_lumo_gap_ev": 10.12, "lumo_ev": 0.68, "homo_ev": -9.44}


#y
{"formula": "H3OPS", "method": "ωB97M-V/def2-TZVPD", "species": ["O", "P", "S", "H", "H", "H"], "coordinates": [[0.313, 0.509, 0.611], [-0.799, -0.387, -0.167], [2.068, 0.006, 0.203], [-1.727, 0.713, -0.487], [-1.583, -0.714, 0.921], [1.728, -0.128, -1.081]], "mulliken_charge": [-0.335, 0.055, 0.044, 0.045, 0.036, 0.156], "mol_weight_g_mol": 82.06, "smiles": "POS", "total_charge": 0, "homo_lumo_gap_ev": 9.05, "lumo_ev": -0.58, "homo_ev": -9.63}


According to the calculations, the structures order from most to least stable as #x, #w, #y.


#w
{"formula": "H20O10", "method": "ωB97M-V/def2-TZVPD", "species": ["O", "H", "H", "O", "H", "H", "O", "H", "H", "O", "H", "H", "O", "H", "H", "O", "H", "H", "O", "H", "H", "O", "H", "H", "O", "H", "H", "O", "H", "H"], "coordinates": [[4.665, 0.212, 11.800], [4.905, 1.013, 11.223], [4.747, -0.579, 11.270], [0.580, 3.546, 11.101], [-0.137, 2.826, 10.995], [0.042, 4.372, 11.126], [-0.630, 1.259, 10.442], [-0.246, 0.525, 10.884], [0.015, 1.422, 9.739], [0.437, -1.176, 11.795], [0.716, -1.130, 12.791], [0.098, -2.089, 11.622], [1.583, 1.451, 7.971], [1.736, 0.885, 7.134], [1.822, 0.802, 8.635], [2.717, 2.241, 12.742], [3.644, 2.304, 12.484], [2.273, 3.012, 12.328], [2.546, 0.033, 10.140], [3.157, 0.441, 10.777], [1.810, -0.415, 10.576], [1.541, -0.100, 14.222], [2.096, 0.564, 13.733], [0.870, 0.414, 14.690], [4.555, 2.683, 10.449], [5.041, 3.531, 10.382], [3.811, 2.943, 9.871], [2.393, 3.930, 8.838], [1.988, 4.209, 9.675], [1.937, 3.080, 8.673]], "mulliken_charge": [-0.719, 0.403, 0.305, -0.658, 0.423, 0.289, -0.786, 0.359, 0.403, -0.686, 0.366, 0.285, -0.721, 0.329, 0.372, -0.594, 0.297, 0.293, -0.721, 0.445, 0.298, -0.713, 0.372, 0.318, -0.636, 0.295, 0.321, -0.721, 0.370, 0.411], "mol_weight_g_mol": 180.15, "smiles": "O.O.O.O.O.O.O.O.O.O", "total_charge": 0, "homo_lumo_gap_ev": 11.42, "lumo_ev": 0.38, "homo_ev": -11.04}


#x
{"formula": "H20O10", "method": "ωB97M-V/def2-TZVPD", "species": ["O", "H", "H", "O", "H", "H", "O", "H", "H", "O", "H", "H", "O", "H", "H", "O", "H", "H", "O", "H", "H", "O", "H", "H", "O", "H", "H", "O", "H", "H"], "coordinates": [[-1.175, 1.826, -1.789], [-0.976, 2.616, -1.274], [-2.124, 1.982, -1.921], [1.550, 1.089, -1.881], [0.617, 1.348, -1.762], [1.734, 0.777, -1.010], [-0.166, -2.445, 1.972], [0.234, -2.536, 2.827], [0.243, -3.194, 1.539], [-1.166, 2.166, 1.285], [-1.620, 2.008, 0.469], [-1.370, 1.370, 1.680], [1.095, 0.420, 1.086], [0.482, 0.979, 0.591], [0.756, -0.449, 0.865], [0.348, 3.831, -0.708], [1.081, 3.736, -0.065], [0.902, 3.997, -1.444], [3.036, -3.051, 0.819], [2.320, -2.560, 0.419], [3.231, -3.780, 0.231], [-1.993, -0.521, 1.871], [-1.410, -1.250, 2.147], [-2.039, -0.614, 0.941], [0.657, -2.233, -1.096], [1.345, -1.679, -1.470], [-0.010, -1.757, -0.602], [-1.654, -0.836, -1.017], [-1.713, 0.077, -1.094], [-2.218, -1.321, -1.607]], "mulliken_charge": [-0.808, 0.283, 0.375, -0.636, 0.403, 0.403, -0.652, 0.303, 0.297, -0.626, 0.259, 0.436, -0.653, 0.192, 0.401, -0.634, 0.321, 0.308, -0.652, 0.372, 0.313, -0.756, 0.440, 0.327, -0.624, 0.345, 0.254, -0.590, 0.357, 0.240], "mol_weight_g_mol": 180.15, "smiles": "O.O.O.O.O.O.O.O.O.O", "total_charge": 0, "homo_lumo_gap_ev": 11.10, "lumo_ev": -0.02, "homo_ev": -11.12}


According to the calculations, the structures order from most to least stable as #w, #x.


#w
{"formula": "H20O10", "method": "ωB97M-V/def2-TZVPD", "species": ["H", "H", "H", "H", "H", "H", "H", "H", "H", "H", "H", "H", "H", "H", "H", "H", "H", "H", "H", "H", "O", "O", "O", "O", "O", "O", "O", "O", "O", "O"], "coordinates": [[1.337, 0.216, 0.383], [0.544, 1.091, -0.574], [-4.220, 2.330, -2.043], [-3.874, 1.372, -0.914], [-0.875, -1.234, 2.446], [-2.261, -1.796, 2.716], [1.976, -0.820, 1.867], [1.364, -1.708, 2.937], [-0.984, -3.707, -0.167], [-2.292, -2.951, -0.336], [6.176, 0.272, -1.574], [5.240, -0.904, -1.347], [-0.517, 3.012, 2.186], [-0.566, 2.379, 0.805], [-3.006, -2.080, -2.053], [-2.420, -0.852, -1.376], [-0.430, -0.238, -1.340], [0.733, -0.643, -2.231], [0.785, 3.703, 0.212], [2.169, 4.094, 0.702], [0.446, 0.542, 0.212], [-4.103, 2.293, -1.087], [-1.757, -1.298, 2.062], [2.168, -1.585, 2.421], [-1.474, -2.950, 0.174], [6.154, -0.692, -1.567], [-0.630, 2.164, 1.743], [-2.167, -1.645, -1.862], [-0.187, -0.855, -2.040], [1.690, 3.834, -0.092]], "mulliken_charge": [0.196, 0.327, 0.326, 0.321, 0.233, 0.271, 0.283, 0.307, 0.276, 0.275, 0.320, 0.312, 0.293, 0.233, 0.292, 0.242, 0.387, 0.304, 0.272, 0.324, -0.448, -0.642, -0.537, -0.613, -0.503, -0.632, -0.547, -0.616, -0.642, -0.615], "mol_weight_g_mol": 180.15, "smiles": "O.O.O.O.O.O.O.O.O.O", "total_charge": 0, "homo_lumo_gap_ev": 9.74, "lumo_ev": -0.20, "homo_ev": -9.94}


#x
{"formula": "H20O10", "method": "ωB97M-V/def2-TZVPD", "species": ["H", "H", "H", "H", "H", "H", "H", "H", "H", "H", "H", "H", "H", "H", "H", "H", "H", "H", "H", "H", "O", "O", "O", "O", "O", "O", "O", "O", "O", "O"], "coordinates": [[0.445, -0.130, 0.449], [-0.792, -0.999, 0.611], [2.037, 3.130, 2.719], [2.171, 1.830, 1.943], [4.580, -3.865, -1.075], [3.433, -2.876, -0.944], [-3.085, -1.386, 2.401], [-2.724, -1.598, 0.940], [1.644, 4.869, -2.297], [1.053, 3.511, -1.955], [0.489, -1.727, 2.462], [0.957, -0.610, 3.380], [-1.310, -2.910, -2.135], [-0.555, -3.392, -3.363], [3.467, 1.546, 0.454], [3.023, 1.760, -0.984], [-4.266, 1.875, 0.883], [-3.236, 1.596, -0.199], [-4.408, 0.443, -2.092], [-3.171, -0.350, -1.703], [0.067, -0.818, 1.010], [1.554, 2.549, 2.119], [4.284, -3.001, -1.381], [-2.329, -1.476, 1.811], [0.803, 4.407, -2.209], [0.870, -1.569, 3.333], [-0.596, -3.499, -2.406], [3.781, 1.486, -0.455], [-4.121, 1.347, 0.089], [-4.064, -0.142, -1.407]], "mulliken_charge": [0.277, 0.269, 0.320, 0.276, 0.318, 0.317, 0.278, 0.315, 0.327, 0.303, 0.418, 0.264, 0.297, 0.323, 0.293, 0.298, 0.278, 0.307, 0.318, 0.292, -0.583, -0.601, -0.636, -0.598, -0.629, -0.629, -0.617, -0.595, -0.564, -0.637], "mol_weight_g_mol": 180.15, "smiles": "O.O.O.O.O.O.O.O.O.O", "total_charge": 0, "homo_lumo_gap_ev": 9.87, "lumo_ev": -0.52, "homo_ev": -10.39}


According to the calculations, the structures order from most to least stable as #x, #w.


#w
{"formula": "H20O10", "method": "ωB97M-V/def2-TZVPD", "species": ["H", "H", "H", "H", "H", "H", "H", "H", "H", "H", "H", "H", "H", "H", "H", "H", "H", "H", "H", "H", "O", "O", "O", "O", "O", "O", "O", "O", "O", "O"], "coordinates": [[-0.001, 0.076, 0.212], [-0.844, -0.879, -0.617], [2.874, 3.863, 0.466], [1.961, 3.436, 1.604], [-3.558, -1.748, -0.551], [-2.973, -0.486, -1.163], [-4.056, 1.694, -3.319], [-2.677, 1.060, -3.245], [1.426, -3.988, -0.036], [0.069, -4.634, 0.188], [-4.055, -1.455, 2.804], [-3.446, -2.513, 3.710], [3.320, -1.728, -1.984], [3.703, -1.167, -3.344], [1.518, -0.404, 2.652], [2.792, -0.467, 3.478], [-3.707, 3.440, 0.639], [-2.813, 3.114, -0.546], [4.115, 1.215, -0.267], [5.390, 0.506, -0.692], [-0.888, -0.296, 0.149], [2.891, 3.491, 1.355], [-3.214, -1.394, -1.379], [-3.268, 1.652, -2.766], [0.482, -3.797, -0.051], [-3.245, -1.674, 3.279], [3.799, -1.950, -2.791], [2.455, -0.180, 2.622], [-3.105, 3.848, 0.006], [5.056, 1.366, -0.414]], "mulliken_charge": [0.289, 0.342, 0.312, 0.315, 0.318, 0.302, 0.308, 0.318, 0.310, 0.304, 0.311, 0.315, 0.298, 0.327, 0.313, 0.303, 0.311, 0.315, 0.296, 0.316, -0.620, -0.626, -0.640, -0.611, -0.604, -0.625, -0.628, -0.613, -0.643, -0.613], "mol_weight_g_mol": 180.15, "smiles": "O.O.O.O.O.O.O.O.O.O", "total_charge": 0, "homo_lumo_gap_ev": 11.22, "lumo_ev": -0.03, "homo_ev": -11.25}


#x
{"formula": "H20O10", "method": "ωB97M-V/def2-TZVPD", "species": ["H", "H", "H", "H", "H", "H", "H", "H", "H", "H", "H", "H", "H", "H", "H", "H", "H", "H", "H", "H", "O", "O", "O", "O", "O", "O", "O", "O", "O", "O"], "coordinates": [[0.220, 0.031, 0.424], [-1.062, 0.274, -0.353], [-1.548, 4.932, 0.451], [-0.563, 5.707, -0.325], [-0.773, -1.390, -0.048], [-0.399, -2.221, 1.265], [0.133, 4.505, 0.797], [-0.591, 3.751, -0.280], [0.191, 2.723, 3.792], [1.320, 1.783, 3.210], [-2.384, 1.126, -2.069], [-1.926, 1.643, -3.399], [3.842, -3.619, 1.579], [2.398, -3.249, 1.457], [3.121, -1.425, -0.809], [2.854, -2.678, -1.723], [0.672, -1.437, -2.689], [0.338, -2.925, -2.529], [-3.598, -4.499, 0.462], [-2.286, -3.688, 0.565], [-0.594, 0.548, 0.423], [-1.081, 5.717, 0.498], [-0.607, -2.268, 0.247], [0.288, 3.753, 0.266], [0.811, 2.622, 3.067], [-2.599, 1.716, -2.730], [3.300, -3.005, 1.078], [3.449, -2.277, -1.137], [-0.025, -2.032, -2.548], [-2.903, -4.118, 1.058]], "mulliken_charge": [0.292, 0.298, 0.311, 0.369, 0.301, 0.293, 0.442, 0.248, 0.304, 0.296, 0.291, 0.319, 0.286, 0.295, 0.292, 0.252, 0.293, 0.284, 0.322, 0.317, -0.628, -0.727, -0.562, -0.645, -0.594, -0.615, -0.556, -0.576, -0.581, -0.622], "mol_weight_g_mol": 180.15, "smiles": "O.O.O.O.O.O.O.O.O.O", "total_charge": 0, "homo_lumo_gap_ev": 10.41, "lumo_ev": -0.21, "homo_ev": -10.62}


According to the calculations, the structures order from most to least stable as #w, #x.